Model w:
Molecular formula: C4H11NS
Method: DFT, the ωB97M-V functional and the def2-TZVPD basis

CARTESIAN COORDINATES (ANGSTROEM)
C -0.622 -2.164 0.546
H -0.719 -2.360 -0.526
C -0.046 1.632 -1.118
H 0.945 -1.941 1.978
H 1.438 -1.570 0.326
S -1.286 -0.495 0.878
C 0.997 2.371 -0.667
H -1.955 1.240 -0.691
H 0.171 0.983 0.435
H -1.244 -2.905 1.060
H 0.150 0.746 -1.735
H 1.234 -3.292 0.789
H 2.036 2.197 -1.008
C 0.860 -2.267 0.939
N -1.370 2.018 -1.031
H -1.475 2.653 -0.245
H 0.886 3.155 0.067

Output
LUMO in eV: 0.12
Orbital gap in eV: 8.2
Total charge: 0

Here are the natural (NBO) charges for atoms 1 to 5, given in e: -0.512, 0.193, -0.007, 0.213, 0.199

=====

Model x:
Molecular formula: C4H11NS
Method: DFT, the ωB97M-V functional and the def2-TZVPD basis

CARTESIAN COORDINATES (ANGSTROEM)
H 0.688 -1.511 0.975
H -1.588 1.766 0.753
H -0.280 -2.427 -0.192
H -0.442 1.299 2.882
H -0.136 -1.853 -2.658
C 0.184 1.410 1.993
H 1.427 -0.184 -0.893
N 0.795 -0.959 -1.034
H 1.085 0.837 2.194
C 0.067 -1.427 0.086
H -0.909 -0.359 -2.158
H 0.675 -0.242 -2.968
S -1.405 -0.477 0.721
H 0.583 2.436 1.979
C 0.064 -0.843 -2.303
C -0.672 1.172 0.775
H -0.136 1.362 -0.154

Output
LUMO in eV: 0.96
Orbital gap in eV: 9.4
Total charge: 0

Here are the natural (NBO) charges for atoms 1 to 5, given in e: 0.208, 0.230, 0.206, 0.215, 0.191

=====

Which one sits at the top of the stability order? model x does.

=====

Model w:
Molecular formula: C4H11NS
Method: DFT, the ωB97M-V functional and the def2-TZVPD basis

CARTESIAN COORDINATES (ANGSTROEM)
H 2.274 0.953 -0.087
N 0.165 1.329 -0.231
S -1.985 -2.219 -0.501
H 0.297 -0.521 -1.130
C 1.548 1.605 -0.608
H 0.832 -0.298 1.762
H 1.498 -1.394 0.502
H 1.617 1.466 -1.678
H -0.071 -1.676 1.268
C 0.601 -0.915 0.882
C -0.132 -0.090 -0.206
C -1.623 -0.397 -0.345
H -2.479 -2.326 0.760
H -2.181 0.013 0.509
H 1.854 2.612 -0.332
H -2.161 0.050 -1.195
H -0.054 1.809 0.631

Output
LUMO in eV: 0.94
Orbital gap in eV: 9.8
Total charge: 0

Here are the natural (NBO) charges for atoms 1 to 5, given in e: 0.167, -0.627, -0.068, 0.184, -0.409

=====

Model x:
Molecular formula: C4H11NS
Method: DFT, the ωB97M-V functional and the def2-TZVPD basis

CARTESIAN COORDINATES (ANGSTROEM)
H -3.642 -0.069 -0.575
H -0.578 -0.075 -0.860
S -2.807 0.800 -1.213
C 1.959 0.293 -1.095
H 1.250 0.992 -1.344
H 2.977 0.733 -1.305
H -0.905 1.640 -0.329
H 1.899 -0.650 -1.662
C -1.454 0.076 1.143
H -0.598 0.281 1.806
H 1.582 -1.187 1.878
H 1.911 -1.909 0.276
H -1.370 -0.970 1.055
C -1.231 0.601 -0.260
C 1.752 -0.948 0.839
H -2.520 0.224 1.390
N 1.774 0.167 0.257

Output
LUMO in eV: 0.97
Orbital gap in eV: 9.9
Total charge: 0

Here are the natural (NBO) charges for atoms 1 to 5, given in e: 0.117, 0.208, -0.082, -0.436, 0.211

=====

Which one sits at the top of the stability order? model w does.

=====

Model w:
Molecular formula: C4H11NS
Method: DFT, the ωB97M-V functional and the def2-TZVPD basis

CARTESIAN COORDINATES (ANGSTROEM)
H 5.143 -5.121 -0.384
C -4.200 4.687 -1.720
H -5.051 4.263 -2.270
H -2.657 3.115 -1.731
H 5.255 -3.784 1.326
H -4.713 5.206 -0.839
C 4.359 -4.443 1.199
H 2.735 -5.414 2.081
H -3.179 4.920 0.601
H 3.682 -4.310 3.271
H 3.478 -5.804 -0.156
H -3.639 5.523 -2.164
C 3.564 -4.735 2.269
C -3.258 3.697 -1.085
N 4.401 -5.311 0.143
H -3.914 3.098 -0.497
S -2.006 4.412 -0.044

Output
LUMO in eV: 0.92
Orbital gap in eV: 8.8
Total charge: 0

Here are the natural (NBO) charges for atoms 1 to 5, given in e: 0.376, -0.618, 0.222, 0.211, 0.191

=====

Model x:
Molecular formula: C4H11NS
Method: DFT, the ωB97M-V functional and the def2-TZVPD basis

CARTESIAN COORDINATES (ANGSTROEM)
H 1.077 -1.061 0.711
H -1.700 0.064 0.341
H 0.538 1.799 -0.208
H 1.503 0.878 2.647
C 0.750 0.757 -0.469
H 1.679 0.662 -1.028
C -0.399 0.137 -1.321
N 1.845 0.576 1.756
H -2.585 0.412 -1.092
H 2.777 0.203 1.726
S -2.123 -1.966 -0.881
H -1.718 -2.371 0.328
C -1.775 -0.216 -0.705
H -0.081 -0.630 -2.034
C 0.837 -0.007 0.881
H -0.547 0.903 -2.120
H -0.077 -0.140 1.468

Output
LUMO in eV: 0.91
Orbital gap in eV: 9.7
Total charge: 0

Here are the natural (NBO) charges for atoms 1 to 5, given in e: 0.175, 0.222, 0.203, 0.370, -0.398

=====

Which one sits at the top of the stability order? model x does.

=====

Model w:
Molecular formula: C4H11NS
Method: DFT, the ωB97M-V functional and the def2-TZVPD basis

CARTESIAN COORDINATES (ANGSTROEM)
H -1.432 0.689 4.112
N -1.044 1.249 2.181
H -0.076 2.898 1.167
H 1.548 -1.729 -0.537
H 0.369 -0.483 -2.127
H 1.809 -3.441 -0.577
C 1.740 -2.555 -1.205
H -1.698 3.248 1.916
C -1.066 2.519 1.414
S 0.348 -2.869 -2.328
H -0.874 -1.003 -3.330
C 0.123 -1.166 -2.936
H -0.654 2.387 3.801
H -1.600 2.260 0.502
H 2.646 -2.458 -1.794
C -1.019 1.421 3.434
H 0.881 -0.965 -3.693

Output
LUMO in eV: 0.96
Orbital gap in eV: 9.3
Total charge: 0

Here are the natural (NBO) charges for atoms 1 to 5, given in e: 0.178, -0.392, 0.201, 0.216, 0.213

=====

Model x:
Molecular formula: C4H11NS
Method: DFT, the ωB97M-V functional and the def2-TZVPD basis

CARTESIAN COORDINATES (ANGSTROEM)
H -0.856 0.153 2.324
H 2.147 1.004 -0.830
H -0.446 -0.383 -1.137
N -0.554 1.552 -0.049
H 1.385 0.011 1.336
H 0.880 1.265 -2.343
H -0.880 1.844 -1.013
C 0.449 -0.421 0.726
H -1.334 -2.349 -0.094
S -2.058 -1.350 0.588
C -0.746 -0.769 1.640
C 0.156 0.370 -0.535
H -0.381 -1.339 2.384
C 1.384 0.670 -1.597
H 1.614 -0.306 -2.096
H -1.447 1.441 0.399
H 0.688 -1.392 0.297

Output
LUMO in eV: 0.74
Orbital gap in eV: 9.8
Total charge: 0

Here are the natural (NBO) charges for atoms 1 to 5, given in e: 0.242, 0.228, 0.156, -0.847, 0.206

=====

Model y:
Molecular formula: C4H11NS
Method: DFT, the ωB97M-V functional and the def2-TZVPD basis

CARTESIAN COORDINATES (ANGSTROEM)
C 0.867 1.635 2.115
H -0.458 -1.698 -0.324
C -2.147 -1.037 -1.584
H -2.065 -2.522 -0.118
H -2.377 -1.301 -2.632
C -1.347 -2.082 -0.828
H -3.175 -1.107 -1.213
H -0.975 -2.930 -1.429
H 0.626 2.665 1.835
C 1.486 0.808 1.311
H 1.448 1.994 -0.429
S -1.617 0.637 -1.106
H 1.666 -0.249 1.495
H 2.326 0.704 -0.694
H 0.649 1.470 3.145
N 2.087 1.358 0.064
H 3.007 1.656 0.392

Output
LUMO in eV: -0.63
Orbital gap in eV: 4.9
Total charge: 0

Here are the natural (NBO) charges for atoms 1 to 5, given in e: -0.327, 0.192, -0.537, 0.200, 0.186

=====

Model z:
Molecular formula: C4H11NS
Method: DFT, the ωB97M-V functional and the def2-TZVPD basis

CARTESIAN COORDINATES (ANGSTROEM)
H -0.744 -0.429 3.176
H -1.648 -1.131 0.846
H -1.780 1.053 1.461
H 1.083 1.699 -2.018
C -0.775 0.663 1.196
H -0.066 0.562 -2.311
H -1.698 -0.375 -0.673
C 1.290 0.001 -0.870
C -1.036 -0.467 0.197
H -0.377 1.605 0.845
C 0.253 -1.061 -0.346
H 0.825 -1.580 0.437
H 0.114 -1.673 -1.246
N 0.442 1.046 -1.580
H 1.883 -0.537 -1.639
S 0.320 0.163 2.632
H 1.915 0.461 -0.109

Output
LUMO in eV: 0.94
Orbital gap in eV: 10.0
Total charge: 0

Here are the natural (NBO) charges for atoms 1 to 5, given in e: 0.123, 0.205, 0.219, 0.354, -0.504

=====

Which one sits at the top of the stability order? model z does.

=====

Model w:
Molecular formula: C4H11NS
Method: DFT, the ωB97M-V functional and the def2-TZVPD basis

CARTESIAN COORDINATES (ANGSTROEM)
H 0.291 1.566 1.448
H 2.429 -0.575 2.773
H -0.923 1.987 -0.656
H -2.717 -0.472 -2.176
C 0.375 0.858 0.627
H 2.807 -0.471 1.042
S 0.463 -0.833 1.277
H -1.764 0.815 0.282
N -1.964 -0.912 -1.653
H 1.271 1.067 0.034
C -0.831 0.014 -1.510
H 0.092 -0.552 -1.630
H -2.406 -1.092 -0.756
H -0.830 0.629 -2.403
C 2.169 -0.957 1.782
C -0.844 0.953 -0.300
H 2.382 -2.024 1.818

Output
LUMO in eV: 1.08
Orbital gap in eV: 9.6
Total charge: 0

Here are the natural (NBO) charges for atoms 1 to 5, given in e: 0.215, 0.211, 0.212, 0.348, -0.517

=====

Model x:
Molecular formula: C4H11NS
Method: DFT, the ωB97M-V functional and the def2-TZVPD basis

CARTESIAN COORDINATES (ANGSTROEM)
C 1.673 0.985 -0.932
C 2.373 -0.834 1.069
H 1.522 1.623 -0.067
N -2.580 1.032 0.417
H 1.786 0.032 1.339
C -1.855 -0.145 0.202
C -1.972 -0.933 -0.863
H -2.733 1.253 1.394
H 3.218 -1.097 1.693
H -1.369 -1.815 -1.002
H -2.710 -0.699 -1.616
S 2.826 -0.389 -0.703
H 2.036 1.523 -1.800
H -3.469 1.029 -0.061
H 0.701 0.531 -1.119
H -1.186 -0.376 1.025
H 1.741 -1.721 1.026

Output
LUMO in eV: 0.99
Orbital gap in eV: 9.3
Total charge: 0

Here are the natural (NBO) charges for atoms 1 to 5, given in e: -0.745, -0.708, 0.211, -0.814, 0.213

=====

Model y:
Molecular formula: C4H11NS
Method: DFT, the ωB97M-V functional and the def2-TZVPD basis

CARTESIAN COORDINATES (ANGSTROEM)
S 2.641 0.432 -0.466
C -0.524 -0.277 1.353
H 0.750 -1.628 0.024
H -1.019 -1.847 -0.051
C -0.126 -1.049 0.058
N -2.055 0.000 1.558
H 0.782 1.807 -0.146
H -1.027 0.365 -1.291
H 1.125 1.606 -1.917
H -0.137 0.680 1.443
C -0.040 -0.037 -1.106
H 0.468 -0.491 -2.014
C 1.061 1.163 -0.951
H 3.460 0.913 -1.467
H -2.644 0.093 0.724
H -0.168 -0.928 2.178
H -2.548 -0.803 2.069

Output
LUMO in eV: 0.82
Orbital gap in eV: 9.8
Total charge: 0

Here are the natural (NBO) charges for atoms 1 to 5, given in e: -0.072, -0.218, 0.223, 0.207, -0.430

=====

Model z:
Molecular formula: C4H11NS
Method: DFT, the ωB97M-V functional and the def2-TZVPD basis

CARTESIAN COORDINATES (ANGSTROEM)
H -1.050 2.673 1.704
C -0.447 -0.747 -0.955
H 1.247 -1.805 1.499
H 1.440 -2.181 -0.197
H -0.155 -1.409 -1.775
C -1.071 1.864 0.977
H 0.449 0.373 1.354
H -1.428 2.281 0.047
H -1.451 -0.332 -1.098
H -1.333 -1.961 0.430
H 0.482 -3.230 0.912
H -1.713 1.094 1.390
C 0.728 -2.210 0.620
N -0.470 -1.463 0.294
H 1.151 1.969 1.010
S 0.637 0.725 -0.915
C 0.333 1.291 0.793

Output
LUMO in eV: 0.99
Orbital gap in eV: 9.3
Total charge: 0

Here are the natural (NBO) charges for atoms 1 to 5, given in e: 0.210, -0.341, 0.183, 0.196, 0.191

=====

Which one sits at the top of the stability order? model w does.